[1]
ORCA calculation (the ωB97M-V functional and the def2-TZVPD basis) on a molecular structure, C18H32NPPtSi.

As for the energy relative to the best compared isomer or geometry (same formula, charge and spin): 13.2 kcal/mol. The value obtained for the frontier orbital gap (alpha / beta) is 3.4 / 7.2 eV. The lowest unoccupied orbital energy (alpha / beta) is 0.578 / 0.096 eV. The highest occupied orbital energy (alpha / beta) comes out at -2.782 / -7.114 eV.

Geometry as ORCA input:
```
! RIJCOSX wB97M-V def2-TZVPD def2/J DEFGRID3
* xyz 0 3
H 4.77 -1.60 -0.45
H -1.93 2.43 0.17
C 1.27 -1.59 1.47
H 2.56 -1.91 -3.26
H 1.95 -2.97 -1.95
H 0.51 4.40 -3.64
H 2.13 -2.19 1.80
H -0.57 1.81 2.29
Si -0.69 -0.38 3.47
C -2.40 -1.14 3.53
C -1.89 -2.08 -0.68
H 3.75 -1.18 0.96
C 2.85 0.65 -2.19
H 1.01 -1.58 4.78
H -0.13 1.97 4.00
H -1.85 1.83 3.54
H 3.71 -2.70 -2.12
C -2.10 0.34 -0.16
H -0.97 -0.53 -1.75
C 0.51 3.51 -3.02
H -3.18 -0.37 3.53
H -2.50 -1.74 4.45
C -1.89 1.76 -0.70
P 2.60 -0.82 -1.11
H -2.68 -1.37 -3.07
H 3.08 0.27 -3.20
H -2.83 0.39 -2.80
C 1.62 2.67 -2.99
H 0.78 0.07 5.41
C -0.83 1.49 3.30
C -2.89 -0.59 -2.33
H -2.77 2.04 -1.31
C 0.51 1.20 -1.41
C 4.05 -0.87 -0.04
C 1.63 1.53 -2.19
H -2.55 -1.80 2.67
H -1.79 -2.79 -1.51
C -0.63 2.02 -1.47
H -2.85 -2.22 -0.16
C 2.72 -2.24 -2.22
H -3.13 0.19 0.17
H -1.44 0.13 0.69
Pt 0.60 -0.49 -0.20
C -0.61 3.18 -2.26
H -1.07 -2.23 0.04
H 4.50 0.12 0.00
N -1.86 -0.70 -1.24
H -3.88 -0.75 -1.89
C 0.26 -0.81 5.01
C 0.22 -1.02 1.96
H -1.49 3.82 -2.27
H 2.51 2.90 -3.59
H 3.74 1.17 -1.83
H -0.42 -1.20 5.78
*
```

[2]
ORCA calculation (the ωB97M-V functional and the def2-TZVPD basis) on a molecular structure, C18H33BBr4O7S.

The value obtained for the frontier orbital gap is 8.5 eV. The lowest unoccupied orbital energy is 0.067 eV. The highest occupied orbital energy comes out at -8.455 eV.

Geometry as ORCA input:
```
! RIJCOSX wB97M-V def2-TZVPD def2/J DEFGRID3
* xyz 0 1
B 1.28 0.14 -3.85
C -7.12 1.91 -1.08
H -0.45 -3.09 3.18
H 0.58 -2.55 -0.73
H 4.61 0.09 -0.16
C 0.61 -2.83 3.09
Br -7.89 0.13 -0.86
C 3.24 0.57 1.33
H -1.19 -1.78 -0.08
C 1.78 -0.87 -1.52
C -1.84 -0.54 -1.82
C 0.65 -0.23 -2.41
C 1.37 -1.87 -0.43
H 1.41 3.78 3.80
H 1.53 1.37 5.72
O 0.46 1.04 -1.73
C -0.62 -1.07 -2.61
C 2.62 0.36 -1.13
H 1.72 2.34 -3.53
C -2.07 -1.26 -0.47
H -7.67 2.35 -1.92
H 0.54 -0.41 -5.55
H 0.00 2.15 5.26
C 2.56 -2.76 0.04
H 0.67 -1.74 3.12
Br 3.66 3.07 4.61
H 1.89 1.78 -5.18
C 2.06 1.50 -4.14
H -5.40 1.08 -2.11
O -4.05 -0.67 1.22
O -2.45 1.45 0.48
H 1.11 -3.29 3.96
H -0.48 -2.12 -2.33
O 1.36 2.29 -0.14
C 1.73 3.29 4.72
Br 0.95 0.91 3.35
Br -4.56 1.45 0.22
H 1.57 3.97 5.56
H 3.30 0.55 -1.96
O -1.87 -0.45 2.03
H 4.00 0.47 2.10
H -2.73 -0.75 -2.43
H -1.64 1.77 0.96
H 1.03 -1.30 0.45
C 1.47 1.38 -0.90
H -7.35 2.47 -0.18
H 2.39 -1.46 -2.21
C -5.65 1.84 -1.38
H -5.29 2.81 -1.73
H 2.24 0.90 1.62
H 3.14 1.34 -4.06
H 3.08 -3.77 1.90
O 1.18 -0.74 -4.92
C 3.56 0.31 0.06
H 3.52 -2.31 -0.22
H -1.83 0.55 -1.71
C 1.04 1.98 4.97
H 2.51 -3.76 -0.38
C 2.41 -2.97 1.55
H -0.92 -1.11 -3.66
H -2.83 -2.03 -0.64
S -2.68 -0.22 0.86
H 2.69 -2.08 2.13
O 1.08 -3.36 1.86
*
```